Here is a structure of composition C4H4OS2 from the Open Molecules 2025 dataset. Energies are from ωB97M-V/def2-TZVPD.

The LUMO energy comes out at -1.70 eV. The highest occupied orbital energy is -9.2 eV. The calculation puts the orbital gap at 7.482 eV. The calculation puts the total energy at -27926.413 eV. The calculation puts the energy relative to the best compared isomer or geometry (same formula, charge and spin) at 86.5 kcal/mol.

Structure (XYZ):
```
11
Properties=species:S:1:pos:R:3:lowdin_charge:R:1
C -0.10 0.80 1.00 -0.69
C -0.10 -0.41 0.07 -0.40
C -1.12 -1.34 0.24 0.13
C 0.76 -0.68 -1.03 -0.56
H 1.29 2.90 -0.29 0.07
H -1.55 -1.27 1.29 0.10
H -1.37 -2.10 -0.65 0.14
H 0.38 -1.38 -1.72 0.03
O -0.09 0.81 2.24 -0.01
S -0.36 2.52 0.27 0.60
S 2.25 0.16 -1.41 0.59
```

Here is a structure of composition C4H4S from the Open Molecules 2025 dataset. Energies are from ωB97M-V/def2-TZVPD.

The LUMO energy comes out at -0.91 eV. The highest occupied orbital energy is -8.3 eV. The calculation puts the orbital gap at 7.373 eV. The calculation puts the total energy at -15038.511 eV. The calculation puts the energy relative to the best compared isomer or geometry (same formula, charge and spin) at 211.4 kcal/mol.

Structure (XYZ):
```
9
Properties=species:S:1:pos:R:3:lowdin_charge:R:1
C 0.02 -0.78 -0.91 -0.68
C 1.32 0.17 0.83 0.14
C -0.27 -1.79 -1.57 -0.01
C 0.33 0.90 1.27 -0.31
S -1.40 0.19 -1.00 0.61
H -0.06 -2.47 -2.36 0.05
H 0.85 1.90 1.46 0.13
H -0.42 0.76 2.03 0.11
H -0.37 1.12 0.23 -0.03
```